# 1
C12H22N2O2S | ωB97M-V/def2-TZVPD

Properties
LUMO   0.20 eV
Net charge   0
Electronic energy   -1128.43293 hartree
2S+1   1
Structure (SMILES)   CS[C@H](C1=C(O)CCCC1)N(N=O)C(C)(C)C

Positions of all 39 atoms, in Å:
C  0.0038  3.8742  0.4924
S  -0.4068  2.1785  1.2014
C  0.2096  1.1777  -0.2354
C  -0.7988  0.1898  -0.7856
C  -0.4338  -0.8663  -1.7179
O  0.8521  -0.8595  -2.1794
C  -1.4612  -1.7764  -2.4216
C  -2.6739  -1.7852  -1.5091
C  -3.2493  -0.3778  -1.3443
C  -2.2628  0.4944  -0.4543
N  1.4614  0.4095  0.0363
N  2.6170  1.0944  -0.2648
O  2.5790  2.2880  -0.6118
C  1.6256  -0.5571  1.2244
C  2.5394  0.0016  2.3402
C  0.2872  -0.9134  2.0468
C  2.2662  -1.9123  0.7229
H  -0.1509  4.7074  1.2411
H  1.0403  3.9681  0.0874
H  -0.6760  4.0186  -0.3249
H  0.4370  1.8237  -0.9856
H  1.3549  -0.2424  -1.5259
H  -1.0730  -2.8175  -2.3217
H  -1.5936  -1.4009  -3.4286
H  -3.5489  -2.4106  -1.9153
H  -2.3987  -2.2651  -0.6028
H  -3.2847  0.0133  -2.3618
H  -4.2300  -0.4239  -0.9435
H  -2.4319  1.5489  -0.5792
H  -2.1369  0.1818  0.5365
H  3.4516  -0.3440  2.1812
H  2.4882  1.1050  2.3492
H  2.2710  -0.3599  3.2585
H  -0.5914  -1.3222  1.5227
H  0.0621  0.0556  2.6543
H  0.5824  -1.6471  2.8131
H  2.2742  -2.5523  1.5613
H  3.2921  -1.8748  0.2459
H  1.7075  -2.4217  -0.0023

# 2
C12H22N2O3PS | ωB97M-V/def2-TZVPD

Properties
LUMO   -4.53 eV
Net charge   +1
Electronic energy   -1544.79807 hartree
2S+1   1

Positions of all 41 atoms, in Å:
C  2.6490  0.3740  2.8028
C  1.6350  1.6473  2.6333
S  2.0535  2.4754  1.0273
C  0.5247  2.9530  0.0907
N  -0.4586  1.8264  -0.1054
C  -1.4569  1.6570  0.9361
C  -2.5280  0.5518  0.9682
O  -3.4059  0.5161  2.0896
C  -2.5368  -0.4703  -0.2210
P  -3.8052  -1.8835  -0.1952
C  -2.8870  -3.2831  0.7460
O  -5.1620  -1.4623  0.7616
C  -1.4849  -0.2526  -1.3666
C  -0.4642  0.9319  -1.2371
C  0.5810  1.0979  -2.4391
C  1.8491  0.1570  -2.1179
O  1.7305  -0.2150  -0.6981
C  1.7929  -1.2490  -2.9291
N  2.9910  -2.0707  -2.6043
H  3.6159  0.6134  2.2494
H  2.0865  -0.5335  2.4008
H  2.7984  0.2024  3.9319
H  1.7401  2.3705  3.5147
H  0.5831  1.2074  2.6925
H  0.8764  3.3284  -0.9405
H  -0.0089  3.8496  0.5847
H  -1.4285  2.3924  1.8231
H  -2.8674  0.1136  2.8156
H  -1.9507  -3.6368  0.1966
H  -2.5646  -2.9491  1.8079
H  -3.5838  -4.1809  0.8901
H  -4.8553  -1.5589  1.7025
H  -1.4435  -0.9593  -2.2651
H  0.8359  2.1808  -2.6937
H  0.0651  0.6579  -3.3701
H  2.8292  0.7182  -2.3240
H  2.5697  0.0381  -0.2566
H  1.7489  -0.9940  -4.0557
H  0.8391  -1.8303  -2.6504
H  3.7592  -1.4962  -2.2331
H  2.7376  -2.8350  -1.9627

HOMO-LUMO gap
In order: 7.918; 7.352
Unit: eV
Molecular weight
In order: 258.387; 305.360
Unit: g/mol
E_HOMO
In order: -7.716; -11.883
Unit: eV